Below is a molecular structure, C52H57N3O3PPdSb2, with properties calculated with the ωB97M-V functional and the def2-TZVPD basis.

The geometry in XYZ format:
```
119
Properties=species:S:1:pos:R:3
Pd -0.349 0.651 0.191
C 0.633 -2.016 -3.056
C -0.548 -1.556 -3.922
C -1.875 -1.391 -3.168
Sb -2.119 0.271 -1.833
C -2.490 1.807 -3.245
C -2.201 1.685 -4.598
C -2.454 2.744 -5.467
C -2.998 3.927 -4.989
C -3.306 4.051 -3.639
C -3.051 2.996 -2.774
C -4.156 -0.055 -1.354
C -5.143 0.055 -2.334
C -6.475 -0.156 -2.008
C -6.832 -0.475 -0.702
C -5.857 -0.583 0.279
C -4.523 -0.370 -0.048
Sb 1.403 -0.580 -1.631
C 3.506 -0.594 -2.076
C 4.114 -1.490 -2.950
C 5.455 -1.326 -3.294
C 6.190 -0.281 -2.755
C 5.593 0.595 -1.856
C 4.257 0.439 -1.514
C 1.192 1.135 -2.936
C 1.648 1.051 -4.254
C 1.605 2.152 -5.097
C 1.123 3.371 -4.630
C 0.687 3.481 -3.320
C 0.719 2.366 -2.488
H 1.481 -2.284 -3.688
H 0.357 -2.909 -2.494
H -0.706 -2.319 -4.690
H -0.282 -0.642 -4.453
H -2.075 -2.274 -2.559
H -2.710 -1.282 -3.864
H -1.783 0.769 -4.997
H -2.224 2.639 -6.520
H -3.188 4.750 -5.667
H -3.752 4.964 -3.264
H -3.321 3.096 -1.728
H -4.878 0.314 -3.354
H -7.238 -0.068 -2.772
H -7.873 -0.634 -0.452
H -6.131 -0.832 1.297
H -3.765 -0.449 0.722
H 3.568 -2.327 -3.370
H 5.920 -2.018 -3.985
H 7.229 -0.152 -3.028
H 6.167 1.405 -1.423
H 3.801 1.134 -0.816
H 2.062 0.120 -4.627
H 1.954 2.062 -6.119
H 1.092 4.232 -5.287
H 0.315 4.428 -2.946
H 0.356 2.477 -1.471
C 4.463 -2.706 1.713
O 3.098 -2.818 2.107
C 2.822 -3.340 3.327
C 3.768 -3.910 4.171
C 3.376 -4.484 5.374
C 2.042 -4.493 5.749
C 1.103 -3.894 4.923
C 1.480 -3.307 3.725
N 0.484 -2.750 2.879
C 0.474 -1.486 2.362
N 1.443 -0.685 2.837
C 1.902 0.568 2.383
C 1.400 1.252 1.293
C 2.006 2.466 0.958
C 3.070 2.988 1.682
C 3.568 2.285 2.772
C 2.986 1.080 3.111
O 3.479 0.289 4.125
C 3.476 0.897 5.421
N -0.456 -1.093 1.528
C -1.442 -2.070 1.183
C -1.194 -2.898 0.082
C -2.076 -3.873 -0.333
C -3.261 -4.051 0.377
C -3.518 -3.267 1.481
C -2.624 -2.278 1.901
O -3.043 -1.617 3.014
C -2.312 -0.535 3.575
H 4.453 -2.219 0.743
H 4.930 -3.688 1.620
H 5.022 -2.094 2.423
H 4.808 -3.935 3.880
H 4.125 -4.936 6.012
H 1.733 -4.946 6.681
H 0.056 -3.874 5.205
H -0.368 -3.276 2.763
H 2.061 -1.098 3.522
H 1.669 3.021 0.090
H 3.523 3.927 1.389
H 4.416 2.651 3.337
H 3.878 0.163 6.114
H 2.458 1.163 5.715
H 4.101 1.789 5.438
H -0.248 -2.759 -0.424
H -1.842 -4.499 -1.185
H -3.977 -4.803 0.073
H -4.425 -3.393 2.059
H -2.979 -0.087 4.308
H -2.038 0.195 2.820
H -1.408 -0.882 4.079
C -3.401 2.530 1.564
P -1.586 2.438 1.422
C -1.012 2.872 3.092
C -1.210 3.975 0.514
H -3.693 3.485 2.005
H -3.780 1.718 2.184
H -3.859 2.432 0.579
H -1.518 3.779 3.428
H 0.064 3.044 3.059
H -1.210 2.068 3.800
H -1.763 4.808 0.950
H -1.478 3.880 -0.540
H -0.143 4.184 0.584
```

Computed properties:
Spin multiplicity = 3
Net charge = +1
LUMO (spin up / spin down) = -1.429 / -3.579 eV
HOMO energy (spin up / spin down) = -8.6 / -10.1 eV

Mulliken population analysis, charges in e, atoms 1 to 99: atom 1 (Pd): 1.13, atom 2 (C): -1.18, atom 3 (C): -0.47, atom 4 (C): -1.26, atom 5 (Sb): -0.25, atom 6 (C): 1.06, atom 7 (C): -0.57, atom 8 (C): -0.78, atom 9 (C): -0.68, atom 10 (C): -0.87, atom 11 (C): -0.32, atom 12 (C): 0.86, atom 13 (C): -0.73, atom 14 (C): -0.74, atom 15 (C): -0.76, atom 16 (C): -0.91, atom 17 (C): -0.07, atom 18 (Sb): 0.25, atom 19 (C): 0.83, atom 20 (C): -0.52, atom 21 (C): -0.71, atom 22 (C): -0.57, atom 23 (C): -0.73, atom 24 (C): -0.48, atom 25 (C): 1.48, atom 26 (C): -0.80, atom 27 (C): -0.90, atom 28 (C): -0.77, atom 29 (C): -0.37, atom 30 (C): 0.15, atom 31 (H): 0.65, atom 32 (H): 0.58, atom 33 (H): 0.57, atom 34 (H): -0.11, atom 35 (H): 0.59, atom 36 (H): 0.82, atom 37 (H): 0.21, atom 38 (H): 0.45, atom 39 (H): 0.38, atom 40 (H): 0.46, atom 41 (H): 0.43, atom 42 (H): 0.40, atom 43 (H): 0.44, atom 44 (H): 0.39, atom 45 (H): 0.50, atom 46 (H): 0.34, atom 47 (H): 0.37, atom 48 (H): 0.41, atom 49 (H): 0.38, atom 50 (H): 0.44, atom 51 (H): 0.38, atom 52 (H): 0.40, atom 53 (H): 0.44, atom 54 (H): 0.41, atom 55 (H): 0.47, atom 56 (H): -0.64, atom 57 (C): -0.82, atom 58 (O): -0.15, atom 59 (C): 0.82, atom 60 (C): -0.82, atom 61 (C): -0.81, atom 62 (C): -0.82, atom 63 (C): -0.66, atom 64 (C): 0.46, atom 65 (N): 0.49, atom 66 (C): -1.44, atom 67 (N): 0.55, atom 68 (C): -0.39, atom 69 (C): -0.04, atom 70 (C): 0.59, atom 71 (C): -1.30, atom 72 (C): -0.64, atom 73 (C): 1.15, atom 74 (O): -0.41, atom 75 (C): -1.00, atom 76 (N): 1.93, atom 77 (C): -1.65, atom 78 (C): 0.73, atom 79 (C): -0.80, atom 80 (C): -0.87, atom 81 (C): -0.45, atom 82 (C): 0.23, atom 83 (O): -0.44, atom 84 (C): -0.84, atom 85 (H): -0.07, atom 86 (H): 0.39, atom 87 (H): 0.43, atom 88 (H): 0.45, atom 89 (H): 0.42, atom 90 (H): 0.40, atom 91 (H): 0.46, atom 92 (H): 0.27, atom 93 (H): 0.39, atom 94 (H): 0.32, atom 95 (H): 0.47, atom 96 (H): 0.46, atom 97 (H): 0.27, atom 98 (H): 0.31, atom 99 (H): 0.37